# 1
Computed, not measured: C5H8O as an isolated structure, with the ωB97M-V functional and the def2-TZVPD basis.

Atoms and positions in Å:
H  0.569  -1.752  1.347
H  2.114  0.586  0.221
H  -0.325  2.071  1.331
C  1.073  0.267  0.312
C  0.006  1.147  -0.328
C  0.435  -1.384  0.347
H  0.843  -2.189  -0.338
H  -1.709  -1.833  -0.171
C  -1.168  0.211  -0.460
H  0.296  1.542  -1.316
C  -0.953  -1.055  -0.114
H  -2.127  0.598  -0.783
O  -0.337  2.322  0.399
H  1.282  -0.530  -0.447

Its strongest force on any atom is 2.7 eV Å⁻¹. The value obtained for the HOMO-LUMO gap is 9.809 eV. The spin multiplicity is 1. The HOMO energy comes out at -8.859 eV. The charge is 0.

Atom charges from the natural (NBO) analysis, given in e for atoms 1 to 2: 0.24, 0.25



# 2
Computed, not measured: C34H41N7O2OsS as an isolated structure, with the ωB97M-V functional and the def2-TZVPD basis.

Atoms and positions in Å:
N  1.341  -0.511  -8.825
H  -2.855  -2.950  2.882
C  5.906  -0.993  3.130
C  -3.541  -2.675  2.081
H  3.231  0.633  1.827
H  -0.246  -1.793  -8.571
C  2.543  -2.837  -2.694
N  2.075  -1.722  1.579
H  5.491  1.077  2.751
H  3.776  -3.562  2.515
H  -3.428  0.050  -0.100
C  1.250  -2.132  -7.066
H  -3.050  5.193  0.653
C  3.853  -0.175  2.183
N  1.524  -2.836  1.714
C  3.154  -0.692  -7.269
N  -0.767  3.055  -0.664
H  -3.746  -0.746  6.378
H  4.125  -0.348  -6.940
C  -2.671  -0.289  3.693
O  0.341  -2.885  1.150
H  3.345  -3.562  -2.638
H  -3.822  -3.590  1.561
H  -1.578  3.239  1.270
N  0.789  -1.668  -1.566
C  -0.387  0.289  3.136
H  -1.698  -3.270  0.143
C  1.120  1.431  4.792
C  -2.414  -2.496  -0.137
C  -3.648  0.249  5.940
H  0.900  -0.755  -4.794
H  -3.480  0.954  6.751
H  -3.393  3.772  -0.336
C  1.188  -1.286  -3.899
H  -4.740  -1.116  0.150
S  3.295  -2.526  -5.251
C  -0.429  3.790  -1.908
H  0.013  3.095  -2.620
H  -4.596  0.490  5.459
H  -1.418  5.042  -3.334
H  0.321  4.537  -1.644
C  5.426  -2.296  3.067
H  -1.676  6.173  -1.149
H  3.021  0.666  -8.935
H  1.621  0.774  5.506
C  0.718  -1.494  -8.175
Os  -0.318  -1.228  0.239
H  0.414  0.344  2.412
H  -3.638  -0.691  3.430
C  -0.203  0.836  4.388
H  -1.999  -1.823  -0.938
H  -0.644  4.629  0.696
C  -2.513  0.266  4.950
H  -1.127  1.202  6.289
H  0.987  2.396  5.280
C  -2.886  -1.697  1.080
H  0.721  -2.945  -6.585
H  -4.251  -0.035  1.462
N  -0.874  0.608  -0.563
H  -3.244  -3.015  -0.611
C  -2.645  4.541  -0.122
C  5.119  0.063  2.695
C  -1.268  0.796  5.293
C  -1.596  -0.346  2.787
H  -3.262  5.760  -1.790
C  2.534  -0.128  -8.380
C  4.162  -2.553  2.568
C  1.805  -2.554  -1.574
C  -2.340  5.338  -1.393
C  -1.684  4.453  -2.456
C  3.400  -1.480  2.131
H  2.027  -3.061  -0.648
O  1.498  -0.718  0.928
H  6.042  -3.119  3.403
H  1.778  1.558  3.933
C  2.256  -2.185  -3.900
C  -0.821  1.768  -0.617
H  6.897  -0.803  3.521
C  2.489  -1.706  -6.604
N  -1.661  -1.010  1.574
C  -1.382  3.878  0.411
C  -3.888  -0.626  0.622
H  -2.387  3.678  -2.776
H  -0.331  -0.367  -2.721
H  -4.446  -2.262  2.520
C  0.495  -1.065  -2.732

Its strongest force on any atom is 1.6 eV Å⁻¹. The value obtained for the HOMO-LUMO gap is 5.786 eV. The spin multiplicity is 1. The HOMO energy comes out at -13.382 eV. The charge is +2.

Atom charges from the Löwdin analysis, given in e for atoms 1 to 2: 0.08, 0.10



# 3
Computed, not measured: the molecule C5H10O2, with the ωB97M-V functional and the def2-TZVPD basis.

Atoms and positions in Å:
H  2.488  -0.169  -0.397
O  1.484  0.167  1.310
H  1.951  -1.652  0.438
C  0.431  -0.700  -0.765
H  -0.774  -1.556  0.873
H  -1.139  1.992  -1.340
H  -1.654  -1.256  -0.629
H  0.628  -0.076  1.690
H  -2.297  0.769  0.360
H  0.252  2.116  -0.238
H  0.613  -1.505  -1.488
C  -0.466  1.422  -0.692
O  0.222  0.484  -1.512
H  -0.902  0.948  1.384
C  -1.219  0.611  0.390
C  -0.870  -0.863  0.025
C  1.660  -0.627  0.153

Its strongest force on any atom is 0.4 eV Å⁻¹. The value obtained for the HOMO-LUMO gap is 10.378 eV. The spin multiplicity is 1. The HOMO energy comes out at -9.491 eV. The charge is 0.

Atom charges from the natural (NBO) analysis, given in e for atoms 1 to 2: 0.19, -0.72



# 4
Computed, not measured: an isolated ion of composition C5H10NO2 and charge +2, with the ωB97M-V functional and the def2-TZVPD basis.

Atoms and positions in Å:
O  2.511  1.450  -0.270
N  -0.073  1.402  0.836
C  -2.142  -0.449  -0.619
C  2.277  0.433  0.287
H  0.367  0.014  -1.366
H  -1.069  -1.988  0.491
H  -3.069  -0.872  -1.055
H  3.090  -0.323  0.539
C  -0.972  -1.382  -0.454
H  -0.435  1.618  1.766
C  0.805  0.155  0.723
H  0.559  2.179  0.629
H  -0.900  1.274  0.001
H  1.170  -1.266  -0.934
C  0.343  -0.675  -0.509
O  -2.048  0.762  -0.492
H  0.767  -0.256  1.738
H  -1.179  -2.074  -1.312

Its strongest force on any atom is 2.6 eV Å⁻¹. The value obtained for the HOMO-LUMO gap (spin up / spin down) is 8.890 / 4.866 eV. The spin multiplicity is 2. The HOMO energy (spin up / spin down) comes out at -19.363 / -19.353 eV. The charge is +2.

Atom charges from the natural (NBO) analysis, given in e for atoms 1 to 2: -0.02, -0.74